# 1
Formula: C10H10F5MgSSe2Te
Source: OMol25
Level of theory: ωB97M-V with the def2-TZVPD basis set

Geometry as XYZ:
```
30
Properties=species:S:1:pos:R:3:forces:R:3
Mg -0.725361 -0.887826 -0.255579 0.4219 -1.4165 -1.3702
C 5.030461 -2.154624 -0.566846 0.6560 0.0826 -0.4309
Se 3.183996 -2.292427 -1.107883 -0.6476 0.0645 -0.2585
C 2.705552 -0.394691 -0.861757 0.9164 0.1614 0.4346
C 2.374476 0.302103 -2.175884 0.4268 1.2353 -0.1357
Se 0.488641 0.741749 -2.463229 -0.4860 -0.9633 -0.0307
C 0.655912 2.609020 -2.888352 0.4360 0.5381 -0.5652
H 5.016860 -1.784668 0.445740 0.4566 -0.1026 0.3719
H 5.674616 -1.528518 -1.199651 -0.4179 0.0988 0.0916
H 5.455244 -3.159515 -0.656023 -0.1774 0.0778 0.4063
H 3.575858 0.109506 -0.356109 -0.6537 -0.5457 -0.5503
H 1.895531 -0.325512 -0.134987 -0.0465 -0.1054 -0.1147
H 2.673300 -0.268270 -3.044326 0.0454 -0.3351 0.0086
H 2.916732 1.275846 -2.250980 -0.4270 -0.5842 0.1488
H 1.479490 2.774641 -3.595431 -0.1846 -0.1135 0.1535
H 0.824703 3.197422 -2.006432 -0.0312 0.4561 0.3361
H -0.269170 2.892227 -3.395208 0.0636 0.0412 0.2145
F -6.186756 0.933531 2.662700 0.3936 -0.0775 -0.0405
C -4.902781 0.553235 2.514455 -0.4752 0.2322 0.4632
C -4.289961 0.570625 1.289620 -0.1621 -0.1850 -0.4736
F -4.916793 0.942903 0.170889 -0.2017 0.0511 0.2719
C -2.997521 0.123059 1.204534 0.4947 0.1833 -0.8532
F -2.502047 0.132961 -0.100145 -0.0257 0.0230 0.8362
C -2.203037 -0.289701 2.258128 0.9823 -0.6029 -0.1643
S -0.557988 -1.002124 2.125293 -0.9756 0.9049 0.0111
C -2.827485 -0.208221 3.493088 -0.1449 0.0210 0.3830
F -2.125953 -0.516202 4.598427 -0.4658 0.0608 -0.2188
C -4.153236 0.177530 3.620993 0.4142 0.0909 -0.0993
F -4.705210 0.247241 4.824555 -0.2871 -0.0504 0.4697
Te -0.588072 -2.771297 -2.149600 0.1024 0.7594 0.7051
```
Positions in Å, forces in eV/Å.

DFT total energy: -6555.5940 hartree
lowest unoccupied orbital energy: 0.084 Ha
spin multiplicity: 1
total charge: -1
Kohn-Sham gap: 4.84 eV

=====

# 2
Formula: C4H10O3
Source: OMol25
Level of theory: ωB97M-V with the def2-TZVPD basis set

Geometry as XYZ:
```
17
Properties=species:S:1:pos:R:3:forces:R:3
C 1.487769 2.118911 -1.120326 -0.9531 -0.7241 -0.0869
O 2.283114 2.465603 -2.131244 0.1976 0.2449 0.1335
C 1.063396 0.600798 -1.070762 0.8518 -0.6444 1.1785
C 0.794384 0.144103 0.383657 -1.6361 -0.5197 0.2425
C -0.296035 -0.954380 0.508976 -0.4766 0.2725 -0.2522
O -1.318051 -0.640679 1.445603 0.0024 0.4964 -0.1685
H 0.482326 2.639831 -1.079459 -0.0198 0.1457 -0.2195
H 1.807546 2.302915 -0.054736 0.7194 0.1425 -0.1807
H 0.187523 0.319714 -1.659912 -0.0220 0.4319 -0.2323
H 1.889922 -0.027174 -1.424673 0.1039 0.2956 -0.3721
H 0.368899 0.988710 0.938041 0.2355 0.0393 0.1110
H 1.639657 -0.267211 0.938629 0.4763 0.5768 -0.2265
H -0.719240 -1.119174 -0.482804 -0.2556 -0.0234 -0.0939
H 0.098700 -1.903522 0.827210 0.7180 -0.6577 0.0104
H -2.128302 -1.149079 1.222767 -0.2299 -0.2607 0.1831
H -3.715412 -3.155808 1.631388 0.0700 -0.0739 0.0669
O -3.926197 -2.363552 1.127643 0.2182 0.2581 -0.0930
```
Positions in Å, forces in eV/Å.

DFT total energy: -384.0046 hartree
lowest unoccupied orbital energy: 0.250 Ha
energy relative to the best compared isomer or geometry (same formula, charge and spin): 0.737 eV
spin multiplicity: 1
total charge: -2
Kohn-Sham gap: 6.86 eV